No. 1
Computed, not measured: one molecule with the formula C3H6N2O, with wB97M-V/def2-TZVPD.

```
12
C3H6N2O, DFT wB97M-V/def2-TZVPD
C -1.771 -0.160 -0.964
N -0.530 -0.222 -0.268
C 0.310 0.709 -0.220
N 1.351 0.610 0.735
C 1.458 -0.663 1.341
O 0.586 -1.111 2.026
H -1.910 -1.101 -1.507
H -1.892 0.711 -1.629
H -2.536 -0.132 -0.178
H 0.338 1.603 -0.866
H 2.239 1.010 0.480
H 2.358 -1.253 1.051
```

The HOMO energy is -9.102 eV. Its total charge is 0. The calculation puts the HOMO-LUMO gap at 9.9846 eV. The relative energy (zero: lowest compared OMol25 entry of this formula, charge and spin) comes out at 174.9 kJ/mol.

Mulliken population analysis, charges in e, atoms 1 to 6: number 1, C, carries -0.729; number 2, N, carries -0.349; number 3, C, carries -0.065; number 4, N, carries -0.254; number 5, C, carries 0.094; number 6, O, carries -0.418

No. 2
Computed, not measured: a 2-piece molecular cluster, C2H6Se overall, with wB97M-V/def2-TZVPD.

```
9
C2H6Se, DFT wB97M-V/def2-TZVPD
C -0.320 0.766 -0.499
C 0.439 -0.009 0.559
Se 0.903 -1.825 0.185
H 0.249 1.069 -1.297
H -1.144 0.154 -0.684
H -0.689 1.748 -0.116
H -0.883 -0.536 1.898
H 1.313 0.607 1.164
H 0.132 -1.975 -1.209
```

The HOMO energy (spin up / spin down) is -8.053 / -8.051 eV. Its total charge is 0. The calculation puts the HOMO-LUMO gap (spin up / spin down) at 8.0664 / 8.0649 eV. The relative energy (zero: lowest compared OMol25 entry of this formula, charge and spin) comes out at 355.4 kJ/mol.

Mulliken population analysis, charges in e, atoms 1 to 6: number 1, C, carries -1.144; number 2, C, carries -0.311; number 3, Se, carries -0.057; number 4, H, carries 0.374; number 5, H, carries 0.381; number 6, H, carries 0.302